(1)
C36H34FMoN6OP2 as an isolated structure, computed with ωB97M-V with the def2-TZVPD basis set.

Summary:
E = -72000.911 eV
E_LUMO (alpha / beta) = -0.3665 / -0.3655 hartree
net charge = +3
2S+1 = 3
gap between HOMO and LUMO (alpha / beta) = 6.2 / 6.2 eV
expectation value of S² = 2.03
E_HOMO (alpha / beta) = -16.2 / -16.2 eV

Last column: Mulliken charge in e.
Geometry (Å):
C  6.092  -0.826  -4.137  -0.84
H  -4.098  -0.746  1.704  0.47
H  -5.350  3.207  3.812  0.47
C  -2.398  -4.483  -2.833  -0.59
H  -3.639  1.830  -0.626  0.48
C  5.576  -2.405  -2.375  -0.86
H  3.367  -0.363  2.243  0.55
H  5.792  -3.335  -1.867  0.48
H  -2.197  3.048  -2.868  0.13
H  6.691  -0.548  -4.993  0.49
Mo  -0.639  1.099  -0.824  0.68
C  -3.462  -1.358  1.069  -1.00
C  0.578  -1.766  0.890  1.29
H  -2.759  -5.255  -3.500  0.44
N  -2.122  -0.731  0.995  0.80
C  1.530  -0.795  1.225  0.17
H  -6.611  3.748  1.762  0.44
N  -2.018  3.986  -2.548  -0.29
H  -3.385  -2.348  1.512  0.25
H  3.678  -2.693  3.003  0.51
C  4.562  -1.578  -1.926  -0.04
N  3.260  0.468  -2.138  0.24
H  3.987  -1.840  -1.047  0.48
H  -1.319  -1.114  3.488  0.39
H  1.825  3.219  -1.159  0.64
C  0.337  1.122  5.421  -0.57
C  -1.976  -3.713  -0.595  -0.32
C  -1.256  4.183  -1.476  0.71
C  -5.189  2.832  0.442  -0.88
C  2.154  2.240  -1.457  -1.02
C  0.275  2.242  4.597  -0.77
H  0.834  1.190  6.380  0.45
F  -1.948  0.993  -2.112  -0.61
C  -0.876  -0.176  3.802  -0.40
C  0.780  -3.087  1.299  -0.81
C  -1.913  -3.293  -3.355  -0.87
C  3.368  1.824  -1.873  -0.51
C  7.394  -2.893  -3.937  -0.13
C  -0.943  0.948  2.983  0.48
C  -3.273  1.845  1.512  0.53
H  -3.909  -1.437  0.079  0.36
H  1.664  -0.922  -2.012  0.90
C  4.326  -0.392  -2.602  0.48
H  -0.457  5.548  -0.217  0.24
H  -2.023  -3.882  0.474  0.41
P  -1.791  0.872  1.425  1.50
C  -0.371  2.162  3.376  -0.40
O  -0.737  3.198  -0.840  -0.61
C  1.890  -3.412  2.063  -0.81
H  0.718  3.176  4.916  0.46
N  -1.013  5.415  -1.044  -0.39
N  1.293  1.140  -1.462  0.07
H  1.399  0.236  0.905  0.15
C  2.812  -2.432  2.409  -0.85
C  5.072  0.002  -3.699  -0.59
C  -3.993  2.148  0.348  -0.65
H  -5.756  3.064  -0.449  0.48
H  4.858  0.928  -4.218  0.53
H  -2.422  4.750  -3.066  0.20
C  -2.437  -4.691  -1.458  -1.05
H  2.042  -4.435  2.380  0.51
C  -5.672  3.215  1.691  -0.58
H  -1.898  -3.133  -4.424  0.47
C  -4.964  2.913  2.846  -0.75
C  -1.458  -2.302  -2.498  -0.35
C  -0.241  -0.079  5.031  -0.80
H  0.089  -3.866  1.010  0.36
H  -1.394  6.231  -1.497  0.20
H  -2.829  -5.617  -1.061  0.46
C  6.339  -2.029  -3.478  0.48
C  -1.476  -2.513  -1.117  0.85
N  8.236  -3.584  -4.297  -0.38
C  -3.761  2.229  2.765  -0.40
H  -3.210  1.996  3.667  0.40
H  4.298  2.352  -1.995  0.55
H  -0.445  3.039  2.742  0.48
C  2.021  0.087  -1.883  -0.79
C  2.640  -1.121  1.984  -1.14
H  -1.105  -1.363  -2.909  0.31
H  -0.199  -0.939  5.685  0.48
P  -0.845  -1.230  -0.065  1.15

***

(2)
C36H34N6O4PtS2 as an isolated structure, computed with ωB97M-V with the def2-TZVPD basis set.

Summary:
E = -79915.872 eV
E_LUMO (alpha / beta) = -0.2731 / -0.2731 hartree
net charge = +2
gap between HOMO and LUMO (alpha / beta) = 5.7 / 5.7 eV
E_HOMO (alpha / beta) = -13.1 / -13.1 eV

Last column: Mulliken charge in e.
Geometry (Å):
C  1.376  -0.644  -3.673  -1.17
C  -4.607  -3.046  -0.584  -0.60
H  -2.183  3.397  2.467  0.14
C  -2.122  0.630  3.572  -0.04
C  -2.064  3.437  -1.590  -0.89
H  -2.659  2.090  4.843  0.27
C  -2.223  -2.357  -0.267  0.16
C  1.332  6.542  3.808  -1.63
C  0.576  2.839  3.435  0.12
H  -3.941  0.134  -2.204  0.55
H  -2.108  -2.151  3.874  0.34
C  -1.623  2.262  -1.004  0.40
H  -1.546  4.367  -1.408  0.54
H  3.785  2.853  2.335  0.36
C  -2.289  1.071  -1.241  0.10
C  -3.184  3.425  -2.407  -0.85
H  4.639  0.850  1.174  0.56
H  -3.705  -6.668  0.434  0.44
H  -0.001  4.200  0.302  0.36
H  -3.514  4.345  -2.869  0.47
H  -1.850  0.163  5.501  0.28
C  -0.678  -3.993  0.675  -1.06
N  1.884  0.675  0.920  -0.58
H  -6.014  -6.111  -0.218  0.42
H  -6.587  -3.784  -0.853  0.44
H  -3.573  2.369  2.103  0.35
H  0.660  3.544  -1.227  0.50
H  6.193  0.667  -0.755  0.45
C  2.722  -0.413  -3.586  -0.53
C  -3.020  2.850  2.903  -0.85
C  2.904  0.518  -0.008  1.28
N  -1.754  -0.149  -0.714  0.48
H  -4.863  -2.030  -0.851  0.38
N  -2.548  1.857  3.867  -0.17
H  0.328  6.901  3.584  0.39
C  3.287  0.016  -2.366  0.52
C  2.414  0.200  -1.279  -0.37
C  0.405  3.320  -0.192  -0.83
O  -0.544  2.235  -0.134  0.37
H  -1.435  -5.951  0.961  0.45
H  -0.501  4.573  4.095  0.46
C  4.670  0.224  -2.165  -1.00
H  1.500  6.687  4.878  0.34
S  -2.141  0.084  1.915  -0.08
H  1.286  2.979  0.342  -0.03
C  -3.287  -3.348  -0.229  0.84
C  2.842  3.234  2.709  -0.49
H  3.369  -0.575  -4.439  0.49
C  -0.921  -2.693  0.189  1.11
Pt  -0.051  0.068  0.389  2.87
C  -3.967  -5.656  0.150  -0.89
O  0.097  -1.872  0.135  -0.61
C  -3.878  2.241  -2.621  -0.91
C  0.566  -0.423  -2.554  -0.01
H  5.346  0.119  -3.003  0.47
C  -5.250  -5.346  -0.218  -0.64
H  3.509  5.263  2.792  0.45
C  4.254  0.659  0.182  -0.79
C  2.684  4.584  2.968  -0.94
N  1.062  0.004  -1.411  -0.03
C  -1.344  -1.574  4.392  -0.87
H  -0.502  -0.584  -2.602  0.52
C  -3.428  1.071  -2.040  -0.52
H  -0.222  2.141  3.618  0.65
O  0.762  -0.044  2.883  -0.36
C  -2.973  -4.660  0.167  0.53
H  -1.188  -1.996  5.380  0.35
N  -1.787  -0.187  4.555  -0.09
C  1.782  2.366  2.951  -0.15
H  0.922  -0.998  -4.587  0.49
H  2.057  7.154  3.275  0.39
H  0.324  -4.213  1.018  0.56
C  -5.570  -4.028  -0.576  -0.74
S  1.982  0.665  2.552  0.84
H  -4.759  2.227  -3.247  0.44
C  -1.653  -4.944  0.625  -0.82
H  -3.674  3.545  3.423  0.41
C  1.482  5.084  3.470  0.82
C  0.434  4.194  3.696  -0.65
O  3.209  0.161  3.080  -0.71
C  5.133  0.530  -0.916  -1.05
N  -2.535  -1.136  -0.680  -0.47
H  -0.421  -1.611  3.825  0.27

***

(3)
C36H35BCrO6S as an isolated structure, computed with ωB97M-V with the def2-TZVPD basis set.

Summary:
E = -90087.469 eV
E_LUMO (alpha / beta) = -0.3595 / -0.4119 hartree
net charge = +3
2S+1 = 4
gap between HOMO and LUMO (alpha / beta) = 5.7 / 5.4 eV
expectation value of S² = 3.84
E_HOMO (alpha / beta) = -15.5 / -16.6 eV

Last column: Mulliken charge in e.
Geometry (Å):
C  -2.314  -1.979  -1.691  -0.08
C  2.207  3.332  3.685  -1.84
C  3.564  -1.090  -0.590  -0.18
H  0.908  -5.256  -3.403  0.22
O  -0.700  2.524  2.470  -0.47
H  -0.102  4.062  4.601  0.37
H  1.901  4.276  0.384  0.33
H  -3.750  1.009  0.462  0.47
C  2.258  -1.454  -0.980  0.47
H  -1.449  -2.217  3.485  0.53
C  -1.747  0.332  -2.360  0.22
C  1.262  -3.204  1.184  0.56
C  1.144  -0.527  -0.706  -0.31
O  3.576  -5.088  2.497  -0.23
C  -1.827  0.181  1.058  1.41
C  3.084  -1.734  2.105  0.47
C  -1.949  -1.521  2.804  -1.10
C  3.133  -3.719  -1.417  -0.83
H  -4.584  3.605  -3.205  0.35
H  -1.597  4.646  1.240  0.50
C  4.414  -3.319  -1.011  -0.77
H  -0.177  4.179  0.266  0.20
C  -3.345  -1.571  2.667  -0.79
C  -0.903  1.314  -2.888  -0.17
H  -1.547  4.591  3.703  0.45
H  2.343  4.353  4.070  0.43
O  3.051  -1.208  3.147  -0.29
H  -0.010  -6.801  -3.318  0.27
H  2.509  5.187  1.789  0.41
O  1.456  2.018  1.829  -0.08
H  -2.885  -1.576  -0.839  0.27
H  5.632  -1.640  -0.370  0.55
H  -0.245  -3.402  -4.714  0.46
H  -0.103  -0.572  2.177  0.34
C  2.359  4.180  1.376  -1.72
H  1.658  2.733  4.425  0.34
H  0.134  1.094  -3.117  0.53
C  -1.385  -3.868  -2.908  0.69
C  4.635  -1.988  -0.643  -0.89
C  -1.597  -1.109  -2.537  0.58
C  -1.056  0.698  -0.070  -0.43
C  -0.014  3.811  2.437  1.43
H  -0.946  3.543  -3.078  0.49
Cr  2.973  -2.793  0.537  -0.29
H  1.066  -3.145  -1.658  0.75
C  -0.047  -5.753  -3.616  -0.67
H  -0.235  -0.965  -4.214  0.52
S  -3.375  1.002  -2.218  0.04
H  3.715  -0.067  -0.239  0.73
H  3.194  2.876  3.535  0.45
H  -2.821  -4.055  -1.304  0.48
C  -2.262  -3.345  -1.915  -1.05
C  2.066  -2.810  -1.376  -0.02
C  -0.800  -1.639  -3.572  -0.22
C  -1.476  2.616  -2.855  -1.15
C  -3.990  -0.683  1.794  -0.62
H  -3.927  -2.298  3.241  0.46
O  0.259  -3.508  1.703  -0.34
C  -0.449  4.557  3.685  -1.56
H  5.235  -4.039  -1.001  0.57
H  -0.076  5.595  3.678  0.37
H  -4.219  3.795  -1.486  0.35
H  -5.073  -0.728  1.656  0.52
C  -3.771  3.739  -2.480  -1.26
H  -1.356  1.682  -0.421  0.38
B  0.195  1.599  2.077  0.74
H  -0.323  -5.656  -4.672  0.40
C  1.508  3.382  2.333  1.08
C  -0.499  4.607  1.229  -1.85
C  3.473  -4.265  1.676  0.48
H  3.332  3.686  1.274  0.43
C  -2.825  2.597  -2.516  0.78
C  0.221  0.166  -0.251  0.18
C  -3.242  0.243  1.069  -0.95
H  -0.120  5.646  1.285  0.46
C  -0.765  -2.998  -3.841  -0.79
C  -1.199  -0.595  2.061  -0.11
O  -1.090  -5.194  -2.796  -0.38
H  2.958  -4.751  -1.737  0.54
H  -3.248  4.672  -2.679  0.39

***

(4)
C36H35BF4N2O3S9V as an isolated structure, computed with ωB97M-V with the def2-TZVPD basis set.

Summary:
E = -181783.182 eV
E_LUMO (alpha / beta) = 0.1314 / 0.1314 hartree
net charge = -2
2S+1 = 4
gap between HOMO and LUMO (alpha / beta) = 5.0 / 5.9 eV
expectation value of S² = 3.76
E_HOMO (alpha / beta) = -1.5 / -2.4 eV

Last column: Mulliken charge in e.
Geometry (Å):
F  -1.020  -1.116  -2.409  -0.21
C  -2.598  -5.342  -4.381  -0.52
F  -2.522  -0.503  -4.079  -0.38
C  4.765  1.041  -0.658  -0.45
H  3.957  -2.145  3.856  0.44
C  -5.271  -2.114  3.831  -0.81
C  0.539  2.348  3.078  -0.86
H  3.153  2.152  -1.558  0.50
S  1.254  6.222  -0.018  -0.21
N  0.659  -2.088  -0.212  1.85
H  2.848  -3.732  0.992  0.30
C  -3.549  -1.129  2.492  0.38
H  -1.541  -0.945  4.251  0.90
O  0.773  0.326  1.318  0.03
H  -0.490  -7.018  -1.357  0.52
O  1.324  0.398  -1.446  -0.32
C  -0.901  4.474  0.011  -0.28
C  -0.398  5.729  0.238  -0.01
C  4.786  -0.243  4.405  -0.68
B  -1.694  0.006  -3.083  -0.12
H  -3.227  -2.783  3.823  0.46
V  -0.238  -0.272  -0.596  1.27
H  -4.110  0.442  1.170  0.50
S  -1.505  6.930  0.852  -0.18
H  5.411  1.785  4.752  0.39
C  -0.432  -5.928  -1.323  -0.75
C  4.699  1.138  4.256  -0.56
H  -1.412  1.399  4.780  0.48
C  3.882  -1.070  3.754  -0.90
C  4.220  -1.193  0.009  -0.65
H  1.946  4.223  1.098  -0.40
C  -0.507  -4.099  -3.053  0.40
C  2.879  -0.527  2.959  0.10
H  3.575  -3.561  -0.616  0.56
H  -7.226  -1.255  3.604  0.37
H  5.565  -0.671  5.023  0.36
C  -0.973  2.230  2.842  0.31
H  1.701  5.567  2.269  0.27
C  5.151  -0.178  -0.080  -0.97
S  1.541  1.549  1.772  0.16
H  -1.427  3.200  3.044  0.75
C  3.486  1.219  -1.122  -0.73
H  4.524  -2.119  0.478  0.36
S  -0.089  3.065  -0.498  0.02
S  -1.846  -1.061  1.943  0.30
H  -0.131  -0.340  3.373  -0.26
H  0.600  -5.630  -1.153  0.01
H  -5.591  -2.850  4.558  0.37
C  -2.921  5.985  0.887  -0.01
H  -2.570  -3.640  -5.697  0.39
H  1.991  -4.340  -0.399  -0.36
C  -4.455  -0.249  1.929  -0.46
C  -5.783  -0.296  2.339  -0.77
H  0.281  -3.589  -2.513  0.15
C  -0.981  -5.321  -2.587  0.45
F  -2.405  0.651  -2.067  -0.23
H  -0.738  -2.515  -4.474  0.37
S  -4.409  6.553  1.387  -0.35
S  -1.418  -5.435  0.128  -0.33
C  -2.038  -5.931  -3.259  -0.55
C  2.892  -1.054  -0.430  0.82
H  -2.441  -6.863  -2.875  0.32
N  0.091  -3.368  0.068  -1.17
H  -6.500  0.389  1.905  0.41
C  1.959  -2.200  -0.246  0.50
O  -1.858  0.028  0.883  -0.27
H  3.151  5.529  1.233  0.36
C  -1.643  1.172  3.732  -1.40
C  -1.177  -3.621  -0.029  0.37
C  2.637  -3.540  -0.065  -1.24
H  -1.167  2.004  1.794  -0.67
C  3.705  1.687  3.461  -0.53
H  -2.728  1.258  3.626  0.41
F  -0.718  0.832  -3.616  -0.39
H  3.641  2.761  3.325  0.43
C  -2.118  -4.118  -4.837  -0.52
S  -2.629  4.387  0.341  0.11
H  2.169  -1.149  2.428  0.21
H  0.870  3.388  3.042  0.44
C  2.089  5.288  1.289  -0.09
C  2.513  0.187  -1.016  -0.25
C  -3.946  -2.073  3.428  -0.49
S  -2.607  -2.751  -0.293  -0.39
C  -6.190  -1.220  3.290  -0.39
H  -3.428  -5.823  -4.886  0.34
C  -1.216  -0.264  3.461  -0.29
H  6.154  -0.320  0.300  0.37
C  -1.080  -3.493  -4.164  -0.66
H  0.835  1.913  4.034  0.57
H  5.480  1.854  -0.733  0.39
C  2.794  0.848  2.834  0.29